# 1
{
  "formula": "C4H11N3O2",
  "method": "ωB97M-V/def2-TZVPD",
  "homo_energy_ev": -8.5,
  "e_above_lowest_kcal_mol": 78.07,
  "smiles": "CN=C(N)N.CC(=O)O",
  "charge": 0,
  "species": ["C", "N", "C", "N", "N", "H", "H", "H", "H", "H", "H", "H", "C", "C", "O", "O", "H", "H", "H", "H"],
  "xyz": [[0.014, 1.658, -1.922], [-1.304, 1.070, -2.502], [-1.824, 0.239, -1.733], [-3.233, -0.124, -2.020], [-1.315, -0.374, -0.580], [-0.103, 2.526, -2.508], [0.973, 1.075, -2.400], [0.046, 1.836, -0.806], [-3.472, -1.081, -1.581], [-3.545, 0.232, -2.851], [-2.131, -0.715, 0.123], [-0.627, 0.070, -0.117], [2.590, -1.611, 2.179], [1.584, -0.518, 2.071], [0.416, -0.532, 1.751], [1.975, 0.388, 2.891], [2.129, -2.587, 2.381], [2.970, -1.459, 3.294], [3.271, -1.388, 1.337], [1.586, 1.294, 2.992]],
  "mulliken_charge": [-0.786, -0.554, 0.621, -0.516, -0.430, 0.315, 0.196, 0.302, 0.216, 0.229, 0.231, 0.208, -0.826, 0.703, -0.607, -0.453, 0.307, 0.244, 0.244, 0.356]
}

=====

# 2
{
  "formula": "C11H28Cl4FKMgNNaO12PS3",
  "method": "ωB97M-V/def2-TZVPD",
  "homo_energy_ev": -9.5,
  "charge": 1,
  "species": ["C", "C", "O", "C", "O", "S", "S", "P", "N", "H", "H", "H", "H", "H", "H", "H", "H", "H", "H", "H", "C", "O", "H", "H", "H", "Cl", "C", "C", "Cl", "H", "H", "H", "H", "Cl", "Mg", "C", "S", "O", "C", "H", "H", "H", "H", "H", "H", "C", "C", "O", "C", "O", "O", "F", "H", "H", "H", "O", "Cl", "O", "O", "O", "K", "O", "H", "Na"],
  "xyz": [[1.814, 1.153, -0.276], [1.024, 1.222, 0.985], [1.738, 2.066, 1.912], [0.941, -0.077, 1.647], [2.285, -0.604, 1.787], [2.235, -2.138, 1.492], [1.509, -2.524, -0.468], [4.391, -2.704, 1.363], [4.495, -4.130, 0.838], [2.171, 2.135, -0.501], [1.230, 0.737, -1.114], [2.699, 0.536, -0.201], [0.021, 1.578, 0.836], [2.645, 1.807, 1.807], [0.284, -0.740, 1.109], [0.530, 0.049, 2.632], [2.163, -1.625, -1.240], [4.931, -1.684, 0.572], [4.949, -2.574, 2.623], [4.967, -4.152, -0.055], [0.348, -0.516, -3.995], [0.827, -0.867, -2.808], [0.790, -1.043, -4.858], [-0.735, -0.629, -4.168], [0.503, 0.585, -4.285], [-3.460, -2.715, -1.568], [-2.392, -1.351, -1.263], [-2.964, -0.007, -1.625], [-3.083, 0.219, -3.395], [-1.463, -1.518, -1.807], [-2.181, -1.392, -0.193], [-2.285, 0.768, -1.268], [-3.944, 0.164, -1.190], [0.985, 1.982, -2.585], [2.560, -3.573, 3.753], [-2.517, -1.128, 5.943], [-1.544, -0.214, 4.754], [-1.034, -1.213, 3.765], [-0.199, 0.182, 5.860], [-3.402, -1.504, 5.436], [-1.929, -1.960, 6.326], [-2.812, -0.461, 6.752], [0.223, -0.739, 6.260], [-0.579, 0.808, 6.668], [0.581, 0.718, 5.318], [-1.877, 5.298, -5.605], [-2.046, 4.664, -4.235], [-2.171, 3.291, -4.554], [-1.480, 3.079, -5.708], [-1.147, 2.022, -6.109], [-1.208, 4.250, -6.322], [-3.172, 5.085, -3.612], [-2.840, 5.509, -6.068], [-1.277, 6.202, -5.594], [-1.197, 4.802, -3.563], [-2.021, -3.064, 1.319], [-1.624, -4.441, 1.114], [-0.797, -4.871, 2.215], [-0.840, -4.524, -0.112], [-2.769, -5.279, 0.985], [2.438, -0.448, -5.368], [2.585, 0.654, 4.600], [2.609, 0.902, 3.668], [1.522, 3.941, 1.375]],
  "mulliken_charge": [-1.091, 0.126, -0.924, -0.574, -0.067, 0.562, 0.177, 0.098, -0.463, 0.479, -0.041, 0.263, 0.595, 0.528, 0.845, -0.088, 0.177, 0.096, 0.233, 0.258, -1.093, -0.442, 0.548, 0.153, 0.195, -0.182, 0.500, -0.225, -0.195, -0.275, -0.040, -0.041, 0.507, -0.526, 0.488, -1.033, 0.428, -0.546, -0.747, 0.362, 0.300, 0.405, 0.209, 0.429, 0.193, -0.450, 0.331, -0.160, 0.600, -0.489, -0.339, -0.279, 0.285, 0.271, 0.233, -0.555, 1.631, -0.707, -0.663, -0.660, 0.964, -0.835, 0.238, 1.021]
}

=====

# 3
{
  "formula": "C51H38N2O7P2RuSSi",
  "method": "ωB97M-V/def2-TZVPD",
  "homo_energy_ev": [-4.3, -5.6],
  "e_above_lowest_kcal_mol": 37.08,
  "s_squared": 8.860,
  "multiplicity": 6,
  "charge": -1,
  "species": ["Ru", "C", "Si", "C", "C", "C", "C", "C", "C", "P", "C", "C", "C", "C", "C", "C", "C", "C", "C", "C", "C", "C", "C", "C", "C", "C", "C", "C", "P", "C", "C", "C", "C", "C", "C", "C", "C", "C", "C", "C", "C", "H", "H", "H", "H", "H", "H", "H", "H", "H", "H", "H", "H", "H", "H", "H", "H", "H", "H", "H", "H", "H", "H", "H", "H", "H", "H", "H", "H", "H", "H", "H", "O", "C", "O", "C", "C", "C", "C", "C", "N", "C", "O", "O", "H", "H", "H", "O", "C", "N", "S", "O", "O", "C", "C", "C", "C", "C", "C", "H", "H", "H", "H"],
  "xyz": [[0.386, 0.616, -0.724], [1.560, 3.174, 1.606], [0.778, 1.488, 1.542], [-0.984, 1.457, 2.510], [-1.056, 1.614, 3.878], [-2.239, 1.236, 4.523], [-3.323, 0.676, 3.827], [-3.234, 0.609, 2.437], [-2.102, 1.028, 1.805], [-1.802, 1.099, 0.052], [-2.773, -0.103, -0.797], [-2.901, 0.099, -2.338], [-3.988, -0.832, -2.890], [-4.379, -1.994, -2.233], [-3.916, -2.224, -0.938], [-3.255, -1.224, -0.222], [-2.652, 2.701, -0.240], [-4.051, 2.651, -0.442], [-4.847, 3.764, -0.441], [-4.250, 5.012, -0.356], [-2.837, 5.031, -0.260], [-2.024, 3.930, -0.194], [1.765, 0.529, 2.839], [2.525, 1.188, 3.811], [3.286, 0.518, 4.745], [3.300, -0.881, 4.752], [2.546, -1.585, 3.786], [1.811, -0.852, 2.832], [0.880, -1.589, 1.375], [-0.589, -2.361, 2.127], [-1.084, -1.801, 3.350], [-2.268, -2.245, 3.926], [-2.964, -3.277, 3.256], [-2.513, -3.784, 2.026], [-1.302, -3.390, 1.498], [1.688, -3.094, 0.771], [1.703, -4.287, 1.528], [2.111, -5.482, 0.939], [2.661, -5.547, -0.326], [2.685, -4.351, -1.037], [2.138, -3.190, -0.511], [1.519, 3.557, 2.609], [1.112, 3.881, 0.919], [2.623, 2.984, 1.277], [-0.227, 2.050, 4.425], [-2.271, 1.357, 5.613], [-4.219, 0.344, 4.351], [-4.147, 0.304, 1.921], [-3.149, 1.151, -2.471], [-4.221, -0.656, -3.984], [-4.932, -2.764, -2.779], [-3.930, -3.259, -0.592], [-3.073, -1.372, 0.867], [-4.514, 1.662, -0.525], [-5.904, 3.658, -0.602], [-4.788, 5.962, -0.406], [-2.352, 6.006, -0.231], [-0.970, 3.992, -0.119], [2.559, 2.251, 3.843], [3.817, 1.036, 5.547], [3.888, -1.348, 5.526], [2.610, -2.659, 3.778], [-0.514, -1.010, 3.765], [-2.688, -1.800, 4.834], [-3.974, -3.548, 3.560], [-3.198, -4.487, 1.531], [-0.943, -3.784, 0.541], [1.317, -4.369, 2.557], [1.915, -6.436, 1.432], [2.990, -6.488, -0.779], [3.197, -4.212, -1.989], [2.123, -2.268, -1.103], [-1.149, -2.545, -3.259], [-0.935, -1.537, -2.574], [-0.290, -1.553, -1.519], [-1.493, -0.184, -3.119], [-1.690, -0.260, -4.556], [-1.412, 0.871, -5.335], [-1.018, 2.073, -4.702], [-0.564, 1.979, -3.388], [-0.598, 0.828, -2.712], [0.062, 3.173, -2.606], [0.016, 4.265, -3.173], [0.445, 2.855, -1.449], [-2.046, -1.203, -4.913], [-1.455, 0.828, -6.463], [-0.919, 2.948, -5.273], [3.630, 0.623, 0.429], [3.591, 0.586, -0.783], [2.428, 0.503, -1.509], [2.695, 0.626, -3.180], [2.373, -0.637, -3.802], [2.163, 1.858, -3.688], [4.493, 0.871, -3.036], [5.427, 1.062, -3.989], [6.746, 1.183, -3.616], [7.063, 1.053, -2.309], [6.120, 0.818, -1.311], [4.796, 0.754, -1.671], [5.245, 1.037, -5.026], [7.576, 1.331, -4.253], [8.090, 1.140, -2.004], [6.471, 0.592, -0.321]],
  "mulliken_charge": [0.238, -1.610, 1.427, 0.243, -0.548, -0.556, -1.294, 0.315, -0.018, 1.908, -0.556, -0.031, -1.183, -0.762, -0.913, 0.684, 1.057, -0.392, -0.787, -0.751, -0.661, -0.617, 1.311, -0.916, -0.896, -0.873, -0.739, -0.376, 2.590, 0.384, -1.044, -0.836, -0.755, -0.659, -0.466, 0.436, -0.250, -0.769, -0.612, -0.701, -0.118, 0.511, 0.362, 0.232, 0.430, 0.359, 0.429, 0.411, 0.921, 0.381, 0.357, 0.239, -0.230, 0.241, 0.471, 0.371, 0.401, 0.234, 0.399, 0.382, 0.388, 0.454, 0.580, 0.517, 0.337, 0.375, 0.333, 0.320, 0.315, 0.367, 0.443, 0.096, -0.821, -1.142, 0.091, 2.061, -1.265, -0.822, -1.381, 0.255, 1.310, 0.179, -0.846, -0.232, 0.734, 0.329, 0.643, -0.655, -0.078, 0.266, 0.759, -0.658, -0.597, 0.619, -0.768, -0.717, -0.468, -0.481, -0.465, 0.509, 0.440, 0.378, 0.493]
}